Computed, not measured: 9 unconnected molecules or ions with the total composition C5H26N2O9 at a distorted geometry, with wB97M-V/def2-TZVPD.

Geometry as XYZ:
```
42
Properties=species:S:1:pos:R:3
H -1.1650 3.7062 1.9167
H -2.4224 -0.5048 -2.2801
H 0.0755 1.3465 3.9472
H 1.9365 3.1268 -1.9014
H 1.8631 -3.4806 0.1033
N -1.7659 1.9390 1.1120
H 0.3420 -2.1076 2.3195
H -0.5780 -0.7154 -3.6526
C -2.3221 1.3687 -0.1349
H 2.2159 1.1158 1.0121
H -2.1808 -0.9258 3.2808
H 2.7998 -0.9890 -2.9624
N -0.4415 -0.9857 -2.6868
H 1.2178 -0.8141 2.1581
O 3.1578 -1.4979 0.1664
O 2.5369 -0.3999 -2.2511
O 1.2215 -1.7837 2.0924
H -2.8559 2.2133 -0.6019
H 0.7370 1.3037 0.3309
H 2.2971 -0.9445 -1.4793
O 0.2155 0.9072 3.1041
C -1.4026 0.9239 -1.2882
O -1.8872 -1.1876 2.4087
H -0.3894 -1.9115 -0.2929
H 3.1700 -0.6145 -0.1971
H -1.7272 1.4352 -2.1945
H -0.3941 1.2868 -1.0949
H 1.2436 1.6402 -1.5350
O -2.3848 -2.1701 -0.2773
O 1.7444 -4.4182 -0.0824
H -3.1432 0.6732 0.0463
H -2.1106 3.8244 0.3231
H -1.2628 -0.5559 2.0492
H 0.4414 -0.5494 -2.4316
C -1.7230 3.2002 1.1329
C -1.4768 -0.5720 -1.7452
O 1.3338 0.7771 0.8576
C -1.3885 -1.5730 -0.6031
H 0.8731 -4.4366 -0.4912
H 2.4783 -1.6421 0.8476
H -0.2039 1.4082 2.3866
O 1.3250 2.5835 -1.4116
```

highest occupied orbital energy: -0.3425 Ha
LUMO level: 0.20 eV
charge: 0
SMILES string: C=NCC[C@@H](N)C=O.O.O.O.O.O.O.O.O
2S+1: 1
E_tot: -27012.3451 eV

In elementary charge units, the natural (NBO) charges are: 0.1765 0.2103 0.4751 0.5029 0.4727 -0.4372 0.5050 0.3708 -0.2726 0.4977 0.4785 0.4900 -0.8422 0.5121 -0.9826 -0.9869 -0.9992 0.1730 0.4916 0.4908 -0.9845 -0.4074 -0.9570 0.1256 0.4699 0.2191 0.1804 0.4959 -0.4913 -0.9347 0.2323 0.1538 0.4801 0.3687 -0.0252 -0.1486 -0.9844 0.4107 0.4620 0.5075 0.4977 -0.9969